81
Properties=species:S:1:pos:R:3:forces:R:3:lowdin_spin:R:1 method="wB97M-V/def2-TZVPD" homo_lumo_gap_ev="4.0 / 4.0" multiplicity=4 e_above_lowest_kj_mol=0.0 lumo_energy_ev="-1.05 / -1.04"
C 4.261 1.072 -0.860 0.1 1.4 0.5 0.02
C 2.937 1.496 -1.184 0.2 1.5 0.1 0.07
C 2.181 1.542 0.033 0.6 1.4 0.3 0.05
H 2.576 1.762 -2.168 0.0 0.0 0.1 0.01
C 3.031 1.104 1.099 0.0 1.5 0.0 0.05
C 4.319 0.824 0.546 0.4 1.2 -0.2 0.03
H 5.213 0.535 1.086 -0.2 -0.2 0.0 0.00
H 5.094 1.055 -1.554 -0.2 -0.4 0.1 0.00
H 1.175 1.921 0.142 0.0 -0.4 0.1 0.00
H 2.737 1.024 2.137 0.0 0.0 -0.1 0.01
V 2.847 -0.383 -0.321 -1.8 -4.3 -0.8 2.54
Si -1.177 -0.717 0.366 2.6 2.9 -1.3 0.00
C -1.555 -0.101 -1.469 0.0 -1.2 0.9 0.00
C -2.378 -0.854 -2.312 -0.2 0.4 -0.1 0.00
H -2.704 -1.857 -2.001 -0.1 0.5 -0.2 0.00
C -2.794 -0.321 -3.533 0.2 0.0 -0.2 0.00
H -3.477 -0.894 -4.160 0.2 0.1 0.0 0.00
C -2.325 0.925 -3.962 0.0 0.1 0.3 0.00
H -2.621 1.344 -4.928 0.0 -0.2 0.4 0.00
C -1.433 1.636 -3.150 0.3 -0.1 0.2 0.00
H -1.027 2.609 -3.442 -0.2 -0.3 -0.2 0.00
C -1.010 1.108 -1.927 -0.3 -0.2 -0.1 0.00
H -0.243 1.629 -1.336 -0.5 -0.2 -0.2 0.00
C -0.910 0.837 1.541 1.9 -0.1 0.0 0.00
C -1.523 2.086 1.292 0.1 0.0 0.7 0.00
H -2.138 2.239 0.402 0.1 -0.2 0.3 0.00
C -1.433 3.127 2.222 -0.1 -0.3 -0.5 0.00
H -2.023 4.028 2.065 0.2 0.0 -0.1 0.00
C -0.643 3.003 3.366 0.2 -0.4 0.1 0.00
H -0.621 3.802 4.109 0.1 -0.2 -0.2 0.00
C 0.086 1.826 3.543 -0.2 0.2 0.4 0.00
H 0.709 1.696 4.429 -0.1 0.1 -0.1 0.00
C -0.044 0.760 2.648 -0.6 0.4 -0.1 0.00
H 0.481 -0.169 2.882 -0.1 0.1 -0.2 0.00
H 0.348 -0.630 -0.067 1.2 0.0 -0.2 0.00
Si -3.276 -0.354 1.093 -0.9 -0.9 -0.8 0.00
C -3.792 0.019 2.786 0.0 -1.1 0.6 0.00
C -4.982 0.759 2.892 0.7 0.1 0.4 0.00
H -5.668 0.761 2.049 0.1 0.3 0.2 0.00
C -5.203 1.495 4.047 0.2 -0.3 0.1 0.00
H -6.091 2.117 4.099 0.1 0.0 0.3 0.00
C -4.279 1.417 5.099 0.0 -0.1 0.0 0.00
H -4.451 2.009 5.995 0.1 -0.1 -0.1 0.00
C -3.168 0.560 5.039 -0.1 -0.3 -0.2 0.00
H -2.488 0.487 5.892 -0.3 0.0 -0.2 0.00
C -2.933 -0.197 3.883 -0.7 1.0 0.1 0.00
H -2.106 -0.903 3.772 -0.2 0.4 0.2 0.00
C -4.685 -0.189 -0.059 0.3 -0.6 -0.3 0.00
C -4.734 1.087 -0.626 -1.0 -0.7 -0.5 0.00
H -4.021 1.845 -0.312 -0.2 -0.1 -0.2 0.00
C -5.701 1.337 -1.594 0.0 0.2 0.1 0.00
H -5.755 2.338 -2.005 -0.1 -0.1 -0.2 0.00
C -6.586 0.332 -1.987 0.2 -0.1 0.4 0.00
H -7.344 0.548 -2.733 0.1 -0.1 0.1 0.00
C -6.515 -0.944 -1.408 0.1 0.1 0.0 0.00
H -7.229 -1.708 -1.693 0.0 0.0 -0.1 0.00
C -5.543 -1.232 -0.450 0.0 1.1 -0.3 0.00
H -5.410 -2.218 0.000 -0.3 0.3 -0.2 0.00
H -2.580 -1.714 0.698 -1.4 -1.0 0.5 0.00
Cl -0.389 -2.709 1.038 -0.5 0.3 0.3 0.00
N 5.770 -3.116 -1.389 0.2 -0.7 0.3 0.02
C 5.899 -2.473 -2.626 0.4 0.1 0.7 0.00
C 6.963 -2.477 -3.518 0.0 0.0 -0.6 0.00
C 6.953 -1.534 -4.564 -0.3 -0.6 0.6 0.00
C 5.893 -0.605 -4.668 -0.5 -0.4 0.6 0.00
C 4.848 -0.609 -3.721 0.0 0.1 -0.7 0.00
C 4.862 -1.550 -2.695 0.0 -0.2 1.2 0.01
N 4.117 -1.639 -1.499 0.3 -1.6 0.5 0.01
C 4.695 -2.606 -0.728 0.0 2.1 -2.9 0.04
C 4.293 -2.766 0.645 -0.8 0.3 2.0 0.02
C 4.792 -3.543 1.660 -0.4 0.2 -0.5 0.00
S 3.974 -3.198 3.163 0.3 0.3 -1.1 0.02
C 3.048 -1.966 2.394 0.6 -0.7 -2.8 0.05
N 3.304 -1.864 1.067 0.1 -1.1 2.3 0.02
H 6.401 -3.821 -1.011 -0.3 0.4 -0.3 0.00
H 7.737 -3.226 -3.357 0.1 0.3 -0.4 0.00
H 7.754 -1.531 -5.311 -0.3 0.0 0.4 0.00
H 5.880 0.108 -5.498 0.0 -0.2 0.4 0.00
H 4.009 0.081 -3.755 0.3 0.1 -0.2 0.00
H 5.581 -4.277 1.505 -0.3 0.1 0.6 0.00
H 2.243 -1.394 2.855 0.4 -0.2 0.0 0.00



40
Properties=species:S:1:pos:R:3:forces:R:3:lowdin_spin:R:1 method="wB97M-V/def2-TZVPD" homo_lumo_gap_ev="5.4 / 5.6" multiplicity=2 e_above_lowest_kj_mol=174.2 lumo_energy_ev="1.07 / 1.29" charge=-1
V -0.012 0.481 0.533 -3.3 6.3 0.9 1.08
O 1.964 -5.028 -0.481 0.4 0.4 0.4 0.00
C 0.959 -5.063 -1.326 -0.2 -0.4 -0.3 0.00
O 0.640 -6.082 -1.897 0.1 0.2 0.2 0.00
C 0.223 -3.791 -1.559 -0.1 0.5 0.0 0.00
C -0.839 -3.628 -2.435 0.4 -0.2 0.3 0.00
Cl -1.550 -4.861 -3.354 -0.1 0.0 -0.1 0.00
N -1.254 -2.332 -2.384 1.1 -0.6 0.7 0.00
N -0.513 -1.656 -1.486 0.3 0.0 0.3 0.00
C 0.381 -2.501 -0.983 -1.0 -0.5 -1.0 0.00
C 1.278 -2.010 0.075 1.8 -2.5 0.1 0.00
O 2.228 -2.691 0.513 -1.5 1.3 -0.5 0.00
O 0.973 -0.852 0.492 3.4 -3.2 0.0 0.00
C -2.266 -1.644 -3.078 -0.9 0.8 -0.5 0.00
C -2.591 -0.366 -2.626 0.2 -0.2 0.2 0.00
C -3.580 0.370 -3.243 0.0 -0.1 -0.1 0.00
C -4.262 -0.157 -4.328 -0.1 0.0 -0.1 0.00
C -3.929 -1.418 -4.793 0.0 0.1 0.0 0.00
C -2.932 -2.162 -4.185 0.2 -0.2 0.1 0.00
H 2.133 -4.113 -0.059 -0.2 -0.6 -0.4 0.00
H -2.043 0.057 -1.798 -0.1 0.0 -0.1 0.00
H -3.798 1.356 -2.866 0.0 0.1 0.0 0.00
H -5.039 0.415 -4.812 -0.1 0.0 0.0 0.00
H -4.446 -1.835 -5.646 0.0 0.0 -0.1 0.00
H -2.678 -3.130 -4.582 -0.1 0.1 0.0 0.00
S 0.748 5.027 -0.052 -0.3 -0.5 0.3 -0.01
Sb -0.450 3.486 1.178 0.2 2.4 0.6 -0.01
S 1.179 1.848 1.926 -0.3 -1.2 -0.6 0.02
S -1.386 2.008 -0.467 0.5 -1.8 -0.5 -0.07
F -4.080 -2.391 4.119 0.1 0.1 -0.1 0.00
C -3.188 -1.711 3.350 0.1 0.1 0.0 0.00
C -3.475 -1.498 2.016 -0.1 -0.2 0.2 0.00
C -2.558 -0.809 1.243 0.1 0.0 -0.1 0.00
C -1.364 -0.328 1.778 -0.1 -0.1 0.0 -0.02
C -1.113 -0.564 3.130 0.3 0.1 0.0 0.00
C -2.018 -1.252 3.923 -0.2 -0.2 0.1 0.00
H -4.395 -1.871 1.597 -0.2 -0.1 0.0 0.00
H -2.783 -0.649 0.194 -0.1 0.0 0.1 0.00
H -0.182 -0.218 3.574 -0.2 0.0 -0.1 0.00
H -1.824 -1.444 4.968 0.0 0.0 0.1 0.00



70
Properties=species:S:1:pos:R:3:forces:R:3:lowdin_spin:R:1 method="wB97M-V/def2-TZVPD" homo_lumo_gap_ev="1.9 / 8.9" multiplicity=2 e_above_lowest_kj_mol=56.1 lumo_energy_ev="0.09 / 0.02"
O 1.362 -6.557 9.523 1.9 -1.0 0.0 0.00
H 1.614 -6.093 8.721 0.8 1.5 -1.6 0.00
H 0.851 -7.282 9.158 -1.0 -2.0 -0.2 0.00
H 0.881 -5.962 10.103 -1.3 1.8 1.9 0.00
C 4.695 -4.403 9.966 -2.8 -4.2 0.0 0.05
O 3.666 -4.639 9.309 -0.6 -0.5 -0.1 0.01
N 5.311 -3.344 9.899 4.3 9.0 -1.5 0.03
N 5.246 -5.250 10.806 -0.9 -2.6 0.3 0.03
H 4.959 -2.545 9.392 -0.1 -0.3 -0.1 0.01
H 6.229 -3.191 10.292 -0.3 -0.2 0.2 0.03
H 6.131 -5.118 11.274 -0.4 -0.3 0.0 0.04
H 4.642 -6.059 10.774 1.0 -0.8 1.0 0.00
C 4.464 -8.941 9.459 2.8 -1.3 1.4 0.01
O 5.117 -9.945 9.393 1.5 -3.1 -1.9 0.00
N 3.805 -8.753 10.558 -3.3 1.2 3.1 0.00
N 4.663 -7.874 8.720 -1.0 3.0 -2.2 0.00
H 3.864 -9.437 11.299 0.1 0.0 -0.5 0.00
H 3.403 -7.874 10.850 -0.2 -0.1 0.1 0.00
H 5.228 -7.841 7.883 -0.3 -0.5 0.3 0.00
H 3.910 -7.208 8.814 0.4 0.6 -0.5 0.00
C 2.647 -6.239 13.134 1.6 -0.2 -1.2 0.08
O 2.532 -6.966 12.153 -0.6 -0.6 -0.2 0.02
N 3.790 -5.657 13.502 0.9 0.1 0.0 0.08
N 1.677 -5.837 13.920 -2.7 -0.2 0.9 0.06
H 3.647 -5.066 14.309 1.3 0.2 0.3 0.11
H 4.679 -6.021 13.191 -0.2 0.3 0.2 0.03
H 0.759 -6.248 13.837 0.1 0.1 0.3 0.03
H 1.889 -5.097 14.575 -0.5 0.0 0.6 0.10
C 2.310 -5.308 6.277 -0.3 -2.0 -1.2 0.01
O 1.622 -5.561 7.206 -5.1 -0.3 4.1 0.00
N 3.530 -5.116 6.523 6.6 2.0 0.5 0.00
N 1.928 -5.539 5.055 -1.0 0.1 -3.5 0.00
H 4.303 -5.031 5.877 -0.5 0.2 -0.1 0.01
H 3.698 -4.816 7.473 0.4 -0.1 0.6 0.00
H 0.962 -5.789 4.902 0.5 0.0 -0.2 0.00
H 2.631 -5.520 4.330 -0.7 0.0 -0.2 0.00
C 0.079 -2.832 10.261 -0.5 2.4 -0.4 0.01
C 0.670 -3.525 11.427 1.3 -1.4 0.9 0.01
C 0.474 -2.917 12.854 0.2 -0.1 -2.4 0.05
O 1.044 -1.633 12.753 0.5 -2.6 -2.1 0.03
C 0.774 -0.847 13.785 -0.1 2.2 2.0 0.03
N 0.249 -4.931 11.312 -1.5 -0.4 -0.2 0.01
H 0.120 -3.403 9.334 0.0 -0.1 0.2 0.00
H 0.606 -1.890 10.109 0.6 -0.1 -0.3 0.00
H -0.893 -2.365 10.419 -0.7 -0.8 0.1 0.00
H 1.732 -3.556 11.185 0.3 0.2 0.6 0.00
H 0.960 -3.580 13.570 0.1 0.4 0.2 0.02
H -0.586 -2.814 13.082 -0.3 -0.2 0.1 0.01
H -0.295 -0.711 13.952 -0.4 0.3 -0.1 0.00
H 1.259 0.086 13.500 -0.3 0.4 0.6 0.00
H 1.168 -1.206 14.736 0.3 -0.1 0.2 0.02
H -0.758 -4.851 11.284 -0.6 -0.3 -0.5 0.00
H 0.355 -5.560 12.095 0.9 0.4 0.4 0.01
C -0.926 -9.976 6.924 -2.2 0.4 -0.9 0.00
C -0.631 -8.609 7.544 -0.9 -1.0 -1.6 0.00
C -1.852 -7.952 8.230 0.9 1.0 -0.4 0.00
O -1.462 -6.602 8.614 -0.1 -1.3 -0.2 0.00
C -1.740 -5.674 7.588 0.2 1.9 0.7 0.00
N 0.478 -8.882 8.409 0.4 1.6 1.6 0.00
H -1.681 -10.481 7.527 0.6 -0.6 0.8 0.00
H -0.035 -10.564 6.704 -0.2 0.0 0.2 0.00
H -1.554 -9.924 6.035 0.4 0.3 -0.7 0.00
H -0.269 -7.922 6.779 -0.1 0.1 -0.1 0.00
H -2.216 -8.587 9.039 0.4 0.4 0.7 0.00
H -2.747 -7.770 7.635 0.2 -0.7 -0.8 0.00
H -1.298 -5.729 6.593 0.1 -1.3 -0.1 0.00
H -1.271 -4.745 7.915 -0.1 0.1 0.3 0.00
H -2.799 -5.432 7.502 -0.3 -0.4 0.0 0.00
H 1.197 -9.325 7.856 0.2 -0.1 0.3 0.00
H 0.170 -9.499 9.147 0.3 -0.3 0.2 0.00



Number 1: E_tot -110262.1739 eV. Number 2: E_tot -108936.6068 eV. Number 3: E_tot -42338.9953 eV.